(1)
Formula: C8H9N2O2S
Source: the Open Molecules 2025 dataset
Level of theory: the ωB97M-V functional and the def2-TZVPD basis

Computed properties:
charge	+1
E	-26340.315	eV
highest occupied orbital energy	-13.2900	eV
LUMO energy	-4.02	eV
frontier orbital gap	9.272	eV
energy relative to the best compared isomer or geometry (same formula, charge and spin)	379.6	kJ/mol

XYZ file:
```
22
Properties=species:S:1:pos:R:3:forces:R:3
C 2.495 -1.979 -0.058 -0.4 -1.4 2.8
C 2.837 -1.212 -1.094 0.0 1.8 -1.2
C 1.564 -1.572 0.946 -1.2 1.4 -2.5
C 2.200 -0.002 -1.330 -0.4 1.0 0.6
C 0.800 -0.380 0.682 2.4 -1.9 -0.3
C 1.185 0.406 -0.472 0.1 -2.2 2.6
C -3.216 0.797 0.140 0.7 -1.5 -1.8
C -2.508 0.337 -1.005 -0.3 2.4 0.4
N -3.239 1.571 -0.855 -2.1 0.8 -0.5
N -3.260 0.429 1.377 1.2 -3.4 1.2
O -1.131 0.770 -0.963 4.9 0.8 0.5
O 0.037 2.194 1.027 1.5 1.9 -0.7
S 0.108 1.724 -0.544 -2.0 0.1 -1.6
H 3.061 -2.910 0.032 -0.4 0.2 0.4
H 3.661 -1.480 -1.705 0.4 -0.3 -0.6
H 1.307 -2.269 1.715 0.0 0.0 0.6
H 2.581 0.663 -2.075 -0.1 0.2 -0.6
H -0.002 -0.048 1.348 0.5 -0.3 -0.3
H -2.464 -0.342 -1.846 -0.9 -0.3 0.2
H 0.682 3.042 1.096 -2.2 -2.5 -0.2
H -2.916 -0.585 1.492 -1.1 2.4 0.2
H -3.783 0.846 2.093 -0.8 0.7 1.0
```
Positions in Å, forces in eV/Å.

Results of the Mulliken charge analysis, in e, for atoms 1 through 5: number 1, C, carries -0.34; number 2, C, carries -0.38; number 3, C, carries -0.81; number 4, C, carries -0.42; number 5, C, carries -0.27


(2)
Formula: C2H4BrP
Source: the Open Molecules 2025 dataset
Level of theory: the ωB97M-V functional and the def2-TZVPD basis

Computed properties:
charge	0
E	-81466.045	eV
highest occupied orbital energy (alpha / beta)	-8.5470 / -8.9172	eV
LUMO energy (alpha / beta)	-0.55 / -0.99	eV
frontier orbital gap (alpha / beta)	8.001 / 7.930	eV
energy relative to the best compared isomer or geometry (same formula, charge and spin)	348.0	kJ/mol

XYZ file:
```
8
Properties=species:S:1:pos:R:3:forces:R:3
C 0.222 -0.024 -0.540 -2.0 1.9 4.1
C -0.891 0.682 -0.313 3.0 -1.5 -0.5
P 2.470 -1.192 0.465 -0.8 0.8 1.1
Br 3.916 0.316 -0.225 0.1 0.2 -0.4
H 2.866 -0.874 1.890 -1.0 -0.3 -1.3
H 0.557 -0.393 -1.379 1.8 -1.8 -4.4
H -1.529 1.107 -1.049 -0.4 -0.1 -0.9
H -1.045 0.974 0.658 -0.8 0.8 2.3
```
Positions in Å, forces in eV/Å.

Results of the Mulliken charge analysis, in e, for atoms 1 through 5: number 1, C, carries -0.44; number 2, C, carries -0.48; number 3, P, carries 0.05; number 4, Br, carries -0.11; number 5, H, carries 0.10